[1]
Here is C42H37CuN9O2STe as an isolated structure from the Open Molecules 2025 dataset. Energies are from ωB97M-V/def2-TZVPD.

HOMO (alpha / beta) in eV: -6.8522 / -6.7896
Multiplicity: 2
Lowest unoccupied orbital energy (alpha / beta) in eV: 0.465 / -0.253
Net charge: 0
Orbital gap (alpha / beta) in Eh: 0.26891 / 0.24023
<S²>: 0.753

Last column: Löwdin spin population.
CARTESIAN COORDINATES (ANGSTROEM)
1 Cu 0.307 0.513 -0.875  0.708
2 C 1.665 2.738 -7.458  0.000
3 C 1.446 1.975 -6.179  -0.001
4 C 1.573 0.591 -6.114  0.001
5 C 1.336 -0.096 -4.941  0.003
6 C 0.988 0.546 -3.740  0.011
7 N 0.686 -0.178 -2.610  0.087
8 C 1.268 -1.417 -2.372  0.005
9 C 2.609 -1.735 -2.626  0.010
10 C 3.142 -2.957 -2.255  -0.001
11 C 2.387 -3.921 -1.589  0.009
12 C 2.981 -5.226 -1.133  0.002
13 C 1.063 -3.614 -1.312  -0.002
14 C 0.516 -2.402 -1.704  0.008
15 N -0.834 -2.111 -1.356  0.002
16 C -1.923 -2.897 -1.466  -0.001
17 C -2.990 -2.192 -0.952  0.002
18 C -2.444 -0.967 -0.538  0.002
19 N -1.148 -0.937 -0.787  0.047
20 C 0.874 1.950 -3.813  0.000
21 C 1.075 2.623 -5.013  0.000
22 N 0.555 2.756 -2.676  0.001
23 C 0.976 4.018 -2.455  0.003
24 C 0.345 4.481 -1.324  0.001
25 C -0.447 3.412 -0.905  0.003
26 N -0.324 2.371 -1.726  0.015
27 H 1.948 2.065 -8.267  0.000
28 H 0.763 3.268 -7.767  0.000
29 H 2.460 3.478 -7.349  0.000
30 H 1.837 0.034 -7.006  0.000
31 H 1.409 -1.176 -4.939  0.000
32 H 3.235 -0.994 -3.107  0.000
33 H 4.187 -3.158 -2.463  0.000
34 H 4.024 -5.307 -1.438  0.000
35 H 2.937 -5.322 -0.046  0.000
36 H 2.442 -6.075 -1.559  0.000
37 H 0.451 -4.306 -0.744  0.000
38 H -1.852 -3.874 -1.912  0.000
39 H -4.014 -2.514 -0.894  0.000
40 H -2.914 -0.123 -0.063  0.000
41 H 0.918 3.695 -5.036  0.000
42 H 1.706 4.478 -3.096  0.000
43 H 0.476 5.436 -0.849  0.000
44 H -1.067 3.323 -0.027  0.000
45 N 5.878 -1.907 3.785  0.001
46 C 5.015 -1.067 3.090  0.001
47 C 4.667 0.181 3.611  0.000
48 C 3.844 1.034 2.898  0.001
49 C 3.361 0.643 1.661  0.000
50 C 3.698 -0.597 1.127  0.001
51 C 4.530 -1.442 1.832  0.000
52 S 2.246 1.657 0.759  0.006
53 O 2.382 3.019 1.179  0.006
54 O 2.439 1.356 -0.647  0.032
55 N 0.789 0.991 0.989  0.034
56 C 0.065 1.111 2.140  0.002
57 N 0.629 1.690 3.210  0.001
58 C -0.106 1.739 4.310  0.000
59 C -1.383 1.215 4.392  0.000
60 C -1.865 0.626 3.236  0.000
61 N -1.170 0.578 2.107  0.000
62 H 5.923 -1.757 4.779  0.000
63 H 5.828 -2.883 3.540  0.000
64 H 5.053 0.482 4.577  0.000
65 H 3.559 1.999 3.296  0.000
66 H 3.327 -0.884 0.149  0.000
67 H 4.815 -2.398 1.408  0.000
68 H 0.356 2.218 5.168  0.000
69 H -1.961 1.249 5.304  0.000
70 H -2.844 0.154 3.217  0.000
71 Te 0.444 -2.292 2.205  0.000
72 C -1.313 -2.594 3.346  0.000
73 C -2.533 -2.755 2.698  0.000
74 C -3.707 -2.867 3.434  0.000
75 C -3.663 -2.827 4.820  0.000
76 C -2.446 -2.676 5.471  0.000
77 C -1.274 -2.554 4.736  0.000
78 C 1.155 -4.281 2.368  0.000
79 C 0.366 -5.366 1.993  0.000
80 C 0.874 -6.657 2.047  0.000
81 C 2.183 -6.875 2.454  0.000
82 C 2.976 -5.798 2.823  0.000
83 C 2.462 -4.507 2.791  0.000
84 H -2.566 -2.777 1.616  0.000
85 H -4.654 -2.988 2.923  0.000
86 H -4.577 -2.914 5.394  0.000
87 H -2.408 -2.647 6.552  0.000
88 H -0.328 -2.413 5.243  0.000
89 H -0.654 -5.199 1.664  0.000
90 H 0.248 -7.493 1.762  0.000
91 H 2.582 -7.881 2.486  0.000
92 H 3.996 -5.964 3.150  0.000
93 H 3.072 -3.669 3.106  0.000

Atoms 1-3, force components in eV/Å:
-0.159 0.002 -0.003
0.004 0.003 0.021
0.009 -0.068 -0.050

=====

[2]
Here is C27H40N3NiP2 as an isolated structure from the Open Molecules 2025 dataset. Energies are from ωB97M-V/def2-TZVPD.

HOMO (alpha / beta) in eV: -9.5098 / -9.5097
Multiplicity: 1
Lowest unoccupied orbital energy (alpha / beta) in eV: -2.297 / -2.297
Net charge: +1
Orbital gap (alpha / beta) in Eh: 0.26505 / 0.26507

Last column: Mulliken charge in e.
CARTESIAN COORDINATES (ANGSTROEM)
1 Ni 0.029 0.139 0.196  -0.552
2 C 2.599 -1.711 -2.298  -1.490
3 C 3.174 -1.548 -0.890  0.475
4 C 4.187 -0.406 -0.860  -1.192
5 P 1.778 -1.343 0.291  0.402
6 C 2.417 -1.562 2.013  0.650
7 C 3.348 -0.445 2.495  -1.436
8 C 1.205 -1.739 2.932  -1.494
9 C 0.776 -2.817 0.059  -0.199
10 C 1.205 -4.110 0.344  -0.543
11 C 0.339 -5.179 0.216  -0.939
12 C -0.972 -4.933 -0.186  -0.843
13 C -1.406 -3.657 -0.489  -0.518
14 C -0.523 -2.567 -0.406  0.403
15 N -0.860 -1.248 -0.710  0.342
16 C -1.930 -0.957 -1.558  0.173
17 C -2.304 -1.738 -2.662  -0.257
18 C -3.357 -1.345 -3.466  -0.829
19 C -4.065 -0.172 -3.217  -0.880
20 C -3.689 0.623 -2.150  -0.517
21 C -2.632 0.237 -1.330  -0.414
22 P -1.961 1.153 0.058  0.602
23 C -2.114 2.927 -0.384  0.561
24 C -1.250 3.219 -1.610  -1.488
25 C -1.777 3.854 0.782  -1.342
26 C -3.047 0.855 1.512  0.690
27 C -4.476 1.348 1.293  -1.590
28 C -3.024 -0.632 1.869  -1.502
29 H 3.404 -1.940 -2.997  0.537
30 H 2.122 -0.785 -2.628  0.290
31 H 1.862 -2.511 -2.352  0.228
32 H 3.655 -2.484 -0.582  0.535
33 H 3.693 0.554 -1.031  0.143
34 H 4.914 -0.543 -1.661  0.462
35 H 4.736 -0.348 0.075  0.257
36 H 2.984 -2.499 2.010  0.657
37 H 2.990 0.545 2.217  0.176
38 H 4.355 -0.559 2.104  0.323
39 H 3.421 -0.475 3.583  0.465
40 H 0.438 -0.981 2.738  0.048
41 H 1.509 -1.644 3.975  0.528
42 H 0.735 -2.712 2.797  0.281
43 H 2.217 -4.282 0.692  0.365
44 H 0.664 -6.183 0.448  0.448
45 H -1.672 -5.755 -0.259  0.441
46 H -2.432 -3.500 -0.786  0.588
47 H -1.753 -2.636 -2.899  0.633
48 H -3.623 -1.957 -4.318  0.411
49 H -4.881 0.125 -3.860  0.475
50 H -4.213 1.553 -1.966  0.422
51 H -3.165 3.073 -0.652  0.516
52 H -0.206 2.962 -1.420  0.129
53 H -1.294 4.282 -1.852  0.482
54 H -1.580 2.656 -2.482  0.317
55 H -0.747 3.714 1.115  0.117
56 H -2.432 3.698 1.640  0.325
57 H -1.886 4.892 0.468  0.521
58 H -2.594 1.422 2.334  0.523
59 H -4.938 0.829 0.453  0.330
60 H -4.526 2.421 1.108  0.363
61 H -5.075 1.140 2.180  0.479
62 H -3.540 -1.216 1.104  0.297
63 H -3.536 -0.791 2.818  0.587
64 H -2.009 -1.025 1.954  0.044
65 N 2.097 3.329 1.635  0.051
66 C 1.419 3.002 2.779  -1.121
67 C 0.671 1.911 2.465  -0.208
68 N 0.893 1.574 1.149  1.608
69 C 1.755 2.449 0.676  -0.939
70 H 2.754 4.085 1.528  0.241
71 H 1.521 3.560 3.692  0.495
72 H 0.005 1.347 3.093  0.400
73 H 2.155 2.465 -0.322  0.462

Atoms 1-3, force components in eV/Å:
0.130 0.028 -0.101
-0.005 -0.037 -0.014
-0.079 0.106 -0.016

=====

[3]
Here is an isolated ion of composition C5H8NO2S and charge +1 from the Open Molecules 2025 dataset. Energies are from ωB97M-V/def2-TZVPD.

HOMO (alpha / beta) in eV: -13.4737 / -13.4739
Multiplicity: 1
Lowest unoccupied orbital energy (alpha / beta) in eV: -4.514 / -4.513
Net charge: +1
Structure (SMILES): C[C@@]1(O)SC=C[NH+]=C1O
Orbital gap (alpha / beta) in Eh: 0.32928 / 0.32930

Last column: natural (NBO) charge in e.
CARTESIAN COORDINATES (ANGSTROEM)
1 C 1.589 -1.652 0.201  -0.645
2 C 0.425 -0.751 -0.186  0.117
3 O 0.219 -0.846 -1.536  -0.667
4 S -1.122 -1.258 0.770  0.385
5 C -2.168 -0.034 0.139  -0.373
6 C -1.716 1.163 -0.269  -0.110
7 N -0.395 1.548 -0.016  -0.521
8 C 0.572 0.696 0.268  0.651
9 O 1.661 1.042 0.884  -0.583
10 H 2.333 -1.125 0.788  0.248
11 H 2.040 -2.008 -0.722  0.267
12 H 1.245 -2.517 0.761  0.246
13 H -0.574 -0.396 -1.859  0.495
14 H -3.217 -0.283 0.135  0.275
15 H -2.355 1.919 -0.693  0.255
16 H -0.248 2.545 0.124  0.438
17 H 1.714 1.956 1.214  0.524

Atoms 1-3, force components in eV/Å:
-0.057 -0.009 0.024
-0.763 -0.107 0.839
0.259 0.082 -0.696

=====

[4]
Here is a 3-piece molecular cluster, C4H13NO2 overall from the Open Molecules 2025 dataset. Energies are from ωB97M-V/def2-TZVPD.

HOMO in eV: -7.7316
Multiplicity: 1
Lowest unoccupied orbital energy in eV: -4.166
Net charge: 0
Orbital gap in Eh: 0.13102

Last column: natural (NBO) charge in e.
CARTESIAN COORDINATES (ANGSTROEM)
1 C -0.493 0.305 2.375  -0.028
2 C 0.832 0.699 2.029  -0.426
3 N 1.310 -0.604 0.891  -0.360
4 C 0.656 -0.243 -0.343  -0.315
5 C 0.852 -1.227 -1.462  -0.588
6 H -0.595 -0.762 2.888  0.199
7 H -1.366 0.873 2.560  0.225
8 H 1.041 1.694 1.462  0.260
9 H 0.617 -1.138 1.474  0.334
10 H 1.165 0.597 -0.790  0.243
11 H -0.344 0.110 -0.241  0.229
12 H 0.235 -1.079 -2.405  0.288
13 H 0.592 -2.332 -1.072  0.186
14 H 1.881 -1.076 -1.704  0.203
15 H -1.824 0.421 -1.790  0.505
16 H -2.600 -0.009 -0.504  0.430
17 O -2.390 -0.303 -1.392  -1.005
18 H 1.683 0.663 2.657  0.294
19 H -0.661 2.159 -2.465  0.431
20 O -0.593 1.253 -2.167  -1.107

Atoms 1-3, force components in eV/Å:
2.500 -2.505 2.613
-0.180 2.174 -2.989
-2.473 0.660 2.551

=====

Number 1: E_tot -4572.6725 Ha, largest force on an atom 0.0154 Eh/bohr. Number 2: E_tot -3408.0124 Ha, largest force on an atom 0.0087 Eh/bohr. Number 3: E_tot -798.4773 Ha, largest force on an atom 0.0222 Eh/bohr. Number 4: E_tot -365.1094 Ha, largest force on an atom 0.0856 Eh/bohr.